{
  "formula": "C22H47GaN5O24S6",
  "method": "wB97M-V/def2-TZVPD",
  "elements": ["C", "C", "C", "Ga", "C", "N", "C", "C", "C", "N", "N", "N", "N", "C", "C", "C", "H", "H", "H", "H", "H", "H", "H", "H", "H", "H", "H", "H", "H", "H", "H", "H", "H", "H", "H", "H", "H", "H", "H", "C", "C", "O", "S", "O", "O", "O", "H", "H", "H", "H", "C", "C", "O", "S", "O", "O", "O", "H", "H", "H", "H", "C", "C", "O", "S", "O", "O", "O", "H", "H", "H", "H", "C", "C", "O", "S", "O", "O", "O", "H", "H", "H", "H", "C", "C", "O", "S", "O", "O", "O", "H", "H", "H", "H", "C", "C", "O", "S", "O", "O", "O", "H", "H", "H", "H"],
  "coordinates": [[3.035, 0.683, 0.651], [2.750, 1.835, 0.871], [2.332, 3.203, 1.024], [1.191, 3.792, -0.621], [2.304, 5.296, -1.461], [1.729, 5.966, -2.678], [2.653, 5.886, -3.821], [-0.611, 4.407, 0.135], [-1.393, 5.420, -0.672], [-0.688, 6.699, -0.719], [-2.722, 5.616, 0.014], [-1.672, 4.973, -2.035], [1.053, 2.248, -1.776], [0.234, 2.231, -2.725], [-1.143, 1.564, -2.576], [0.502, 2.781, -4.112], [3.252, -0.308, 0.353], [3.216, 3.837, 1.112], [1.767, 3.297, 1.954], [3.313, 4.930, -1.660], [2.422, 6.043, -0.665], [1.697, 6.949, -2.442], [2.092, 6.038, -4.744], [3.071, 4.885, -3.863], [3.465, 6.616, -3.763], [-0.379, 4.889, 1.092], [-1.234, 3.548, 0.383], [0.178, 6.634, -0.206], [-0.488, 6.949, -1.675], [-2.495, 5.727, 0.994], [-3.141, 6.477, -0.316], [-1.940, 5.772, -2.601], [-2.513, 4.410, -1.979], [-0.989, 0.514, -2.333], [-1.721, 1.600, -3.502], [-1.696, 2.059, -1.786], [-0.064, 3.694, -4.285], [1.564, 2.947, -4.257], [0.184, 2.051, -4.862], [2.192, -2.339, -1.534], [0.710, -2.518, -1.325], [0.190, -2.717, -2.659], [1.274, -3.477, -3.553], [0.955, -4.863, -3.577], [1.470, -2.755, -4.757], [2.518, -3.273, -2.584], [2.435, -1.333, -1.882], [2.766, -2.565, -0.641], [0.243, -1.652, -0.866], [0.493, -3.412, -0.736], [-4.562, -1.819, -1.498], [-3.101, -2.169, -1.684], [-2.436, -1.404, -0.664], [-3.365, -1.277, 0.623], [-3.003, -2.258, 1.583], [-3.459, 0.090, 0.978], [-4.729, -1.741, -0.073], [-4.802, -0.846, -1.932], [-5.230, -2.576, -1.899], [-2.715, -1.895, -2.661], [-2.911, -3.228, -1.499], [-1.358, -2.948, 4.825], [-1.098, -4.440, 4.805], [0.023, -4.582, 3.924], [0.982, -3.312, 4.052], [2.052, -3.621, 4.937], [1.220, -2.800, 2.755], [-0.044, -2.365, 4.822], [-1.889, -2.617, 3.931], [-1.894, -2.625, 5.713], [-1.936, -5.010, 4.417], [-0.818, -4.817, 5.791], [1.950, -7.927, -1.423], [2.709, -7.720, -0.128], [1.855, -6.861, 0.637], [0.326, -7.176, 0.310], [-0.200, -8.037, 1.310], [-0.308, -5.958, -0.033], [0.576, -8.037, -1.012], [2.043, -7.068, -2.091], [2.244, -8.833, -1.944], [3.671, -7.235, -0.272], [2.842, -8.657, 0.417], [-5.260, 3.620, 2.691], [-5.735, 3.232, 1.311], [-7.165, 3.413, 1.369], [-7.513, 4.631, 2.337], [-7.728, 5.807, 1.574], [-8.480, 4.189, 3.277], [-6.087, 4.744, 3.044], [-5.431, 2.823, 3.417], [-4.213, 3.910, 2.703], [-5.501, 2.201, 1.060], [-5.323, 3.895, 0.548], [4.977, -2.248, 2.833], [6.225, -3.085, 3.038], [6.204, -4.028, 1.949], [5.555, -3.327, 0.668], [6.582, -2.850, -0.184], [4.531, -4.182, 0.181], [4.896, -2.088, 1.409], [4.080, -2.765, 3.171], [5.040, -1.276, 3.314], [6.221, -3.621, 3.983], [7.132, -2.484, 2.957]],
  "forces_ev_per_a": [[0.06, 0.06, 0.05], [-0.07, -0.23, -0.16], [0.03, -0.16, 0.05], [0.56, -0.08, 0.09], [-0.64, -0.05, 0.17], [0.75, 0.07, 0.08], [-0.63, -0.13, 0.19], [0.41, -0.07, -0.20], [-0.81, 0.20, 0.38], [-0.37, 0.15, -0.01], [0.29, -0.58, -0.13], [-0.04, -0.02, -0.04], [-0.57, 0.66, 0.11], [0.16, -0.34, 0.24], [0.12, -0.06, -0.56], [0.02, -0.43, -0.38], [0.09, -0.11, 0.09], [0.02, 0.17, -0.05], [-0.12, 0.11, 0.01], [0.13, -0.07, -0.07], [0.11, 0.12, 0.04], [-0.26, 0.08, -0.09], [0.06, 0.13, -0.15], [0.10, -0.10, -0.03], [0.22, -0.03, -0.04], [0.05, 0.00, 0.14], [-0.11, -0.14, -0.09], [0.19, 0.00, -0.15], [0.35, -0.09, -0.06], [-0.20, 0.26, 0.13], [0.08, 0.18, 0.09], [0.07, 0.08, -0.04], [0.03, -0.20, -0.04], [-0.02, -0.07, 0.23], [-0.14, 0.08, -0.04], [-0.06, -0.03, 0.24], [-0.03, 0.17, 0.11], [0.10, 0.24, 0.13], [-0.07, 0.00, -0.09], [0.08, 0.65, 0.01], [-0.04, -0.29, 0.44], [0.13, 0.19, -0.24], [-0.01, 0.17, 0.70], [0.10, -0.20, -0.23], [-0.14, -0.07, -0.18], [-0.13, -0.25, -0.02], [-0.06, 0.01, 0.02], [0.07, -0.27, -0.11], [-0.07, 0.09, -0.23], [0.00, 0.00, -0.02], [-0.01, 0.24, -0.21], [0.00, -0.39, 0.02], [-0.13, 0.16, 0.06], [0.04, -0.10, -0.46], [-0.04, 0.00, 0.20], [0.01, 0.18, 0.21], [0.10, -0.18, 0.04], [0.03, 0.00, 0.00], [-0.05, -0.05, 0.16], [0.15, 0.18, 0.10], [-0.01, 0.00, -0.03], [-0.30, 0.03, -0.32], [-0.03, -0.03, 0.30], [0.01, 0.13, -0.14], [-0.54, -0.04, 0.04], [0.23, 0.13, -0.05], [0.32, -0.08, -0.11], [0.14, -0.18, 0.19], [0.01, -0.04, 0.00], [0.16, 0.09, 0.07], [0.09, -0.03, -0.17], [-0.02, 0.02, 0.00], [0.16, 0.33, -0.24], [0.09, -0.29, 0.01], [-0.09, 0.14, -0.10], [0.47, -0.04, -0.20], [-0.25, 0.01, 0.00], [-0.25, 0.15, 0.18], [0.07, -0.17, 0.23], [0.00, 0.01, 0.02], [-0.17, -0.08, 0.04], [-0.07, 0.19, 0.07], [0.00, 0.00, -0.02], [0.02, -0.32, 0.15], [0.34, 0.18, -0.37], [0.00, -0.06, 0.27], [0.28, -0.16, -0.08], [-0.10, 0.14, 0.05], [-0.16, 0.01, 0.01], [-0.02, 0.06, -0.17], [0.00, 0.00, -0.01], [-0.05, 0.20, -0.01], [-0.19, -0.06, 0.04], [0.04, 0.02, 0.04], [-0.21, -0.25, 0.36], [0.18, 0.25, 0.01], [-0.23, 0.12, 0.16], [-0.06, 0.02, 0.19], [-0.01, -0.03, -0.18], [0.04, -0.16, -0.20], [0.28, 0.02, -0.11], [-0.03, -0.03, 0.05], [-0.01, 0.13, -0.24], [-0.04, -0.17, -0.09], [-0.02, 0.01, 0.01]],
  "mulliken_charge": [0.12, 0.11, -1.16, -0.62, -0.96, -0.17, -1.07, -1.74, 0.48, -0.64, -0.29, -0.49, 0.25, 0.46, -0.64, -1.47, -0.05, 0.35, 0.39, 0.42, 0.45, 0.24, 0.33, 0.33, 0.34, 0.71, 0.41, 0.32, 0.32, 0.22, 0.21, 0.29, 0.18, -0.07, 0.46, 0.05, 0.26, 0.24, 0.49, 0.32, -0.08, -0.20, 0.92, -0.54, -0.60, -0.31, 0.36, -0.29, 0.38, -0.07, -0.44, -0.29, -0.09, 0.98, -0.53, -0.47, -0.36, 0.31, 0.33, 0.35, 0.24, 0.02, -0.39, -0.31, 1.09, -0.64, -0.32, -0.37, 0.05, 0.29, 0.35, 0.30, -0.19, -0.30, -0.21, 1.00, -0.60, -0.39, -0.34, 0.15, 0.32, 0.29, 0.24, -0.30, 0.00, -0.32, 1.08, -0.55, -0.54, -0.33, 0.31, 0.28, 0.15, 0.20, -0.11, -0.47, -0.33, 1.00, -0.61, -0.41, -0.17, 0.08, 0.36, 0.34, 0.30],
  "total_energy_ev": -197547.931,
  "orbital_gap_ev": 5.32,
  "e_homo_ev": -3.554,
  "de_lowest_kj_mol": 36.7,
  "charge": -1
}